C43H49N2O5PSSbSr | ωB97M-V/def2-TZVPD

```
103
Properties=species:S:1:pos:R:3:lowdin_charge:R:1
Sr 0.8054 0.3041 -0.9968 1.372
O 2.5740 1.5448 -0.4816 -0.332
C 3.8222 1.7330 -0.2499 -0.412
C 4.5694 2.7278 -0.9321 -0.024
C 5.8860 2.9714 -0.6147 -0.107
C 6.5496 2.2402 0.3797 -0.128
C 5.8514 1.2392 1.0237 -0.078
C 4.5143 0.9595 0.7246 -0.149
C 3.8938 -0.1728 1.4094 -0.118
N 2.7232 -0.6322 1.2141 0.028
C 2.3267 -1.7876 2.0031 -0.225
C 1.2714 -2.5782 1.2425 -0.234
N 0.1665 -1.7052 0.8883 -0.020
C -0.9079 -1.8307 1.5545 -0.130
C -2.1405 -1.0611 1.3730 -0.166
C -3.1364 -1.2439 2.3337 -0.079
C -4.3620 -0.6093 2.2571 -0.138
C -4.5836 0.2515 1.1765 -0.117
C -3.6257 0.4494 0.2063 -0.033
C -2.3689 -0.2154 0.2422 -0.443
O -1.5372 -0.1186 -0.7267 -0.292
H 4.0560 3.2936 -1.6993 0.114
H 6.4189 3.7502 -1.1501 0.093
H 7.5813 2.4494 0.6281 0.082
H 6.3423 0.6377 1.7841 0.098
H 4.5536 -0.6658 2.1428 0.116
H 1.8771 -1.4399 2.9394 0.094
H 3.1798 -2.4282 2.2648 0.111
H 0.9409 -3.4448 1.8321 0.108
H 1.7115 -2.9543 0.3116 0.106
H -0.9713 -2.5960 2.3454 0.123
H -2.9301 -1.9206 3.1589 0.103
H -5.1189 -0.7611 3.0149 0.084
H -5.5317 0.7737 1.0958 0.095
H -3.8103 1.0971 -0.6431 0.112
O 1.2713 -0.0744 -3.2111 -0.538
S 0.3283 0.9681 -3.6606 0.426
O 0.7398 1.6680 -4.8440 -0.286
O -0.0243 1.8317 -2.5268 -0.457
C -1.1288 0.0213 -4.0973 -0.236
C -1.9633 0.6238 -5.0301 -0.059
C -3.0760 -0.0441 -5.5137 -0.080
C -3.3390 -1.3320 -5.0807 -0.077
C -2.5040 -1.9283 -4.1485 -0.104
C -1.3928 -1.2754 -3.6206 -0.269
P -0.3646 -2.1299 -2.3064 1.101
C 0.5494 -3.3476 -3.3683 -0.341
C -0.0451 -4.4182 -4.0370 -0.095
C 0.7095 -5.3008 -4.7920 -0.092
C 2.0858 -5.1260 -4.8963 -0.102
C 2.6918 -4.0659 -4.2417 -0.086
C 1.9264 -3.1866 -3.4835 -0.092
C -1.5836 -3.2523 -1.5175 -0.361
C -2.8993 -2.8770 -1.2614 -0.101
C -3.7222 -3.6628 -0.4646 -0.074
C -3.2415 -4.8344 0.0980 -0.097
C -1.9282 -5.2199 -0.1453 -0.093
C -1.1105 -4.4354 -0.9436 -0.109
H -1.7136 1.6137 -5.3869 0.113
H -3.7215 0.4379 -6.2374 0.100
H -4.1931 -1.8768 -5.4633 0.100
H -2.7356 -2.9296 -3.8077 0.092
H -1.1135 -4.5788 -3.9546 0.099
H 0.2259 -6.1273 -5.2979 0.096
H 2.6797 -5.8123 -5.4871 0.095
H 3.7611 -3.9141 -4.3175 0.100
H 2.4088 -2.3511 -2.9904 0.094
H -3.2810 -1.9480 -1.6641 0.106
H -4.7349 -3.3342 -0.2660 0.105
H -3.8798 -5.4404 0.7290 0.095
H -1.5339 -6.1302 0.2899 0.096
H -0.0866 -4.7472 -1.1158 0.105
C -2.6583 2.5782 3.9073 -0.144
C -1.8208 3.4676 2.9976 -0.601
C -2.7120 4.1440 1.9588 -0.156
Sb -0.2242 2.4283 2.0205 1.560
C 0.9642 2.0009 3.7617 -0.581
C 0.5778 0.6462 4.3591 -0.164
C 0.9408 3.0813 4.8367 -0.155
C 0.7536 4.2736 1.4206 -0.564
C 0.4604 4.5462 -0.0554 -0.158
C 2.2640 4.2702 1.6373 -0.137
H -3.4731 3.1515 4.3660 0.073
H -2.0759 2.1391 4.7196 0.047
H -3.1105 1.7567 3.3497 0.056
H -1.3243 4.2376 3.5968 0.072
H -3.1652 3.4089 1.2883 0.065
H -2.1699 4.8630 1.3421 0.051
H -3.5291 4.6849 2.4500 0.072
H 1.9731 1.9057 3.3473 0.071
H -0.3456 0.7174 4.9385 0.060
H 1.3534 0.2738 5.0382 0.075
H 0.4143 -0.1167 3.5952 0.030
H -0.0321 3.1028 5.3361 0.061
H 1.1250 4.0840 4.4503 0.057
H 1.6909 2.8878 5.6126 0.074
H 0.2885 5.0473 2.0415 0.074
H 0.8238 3.7370 -0.6928 0.052
H 0.9682 5.4613 -0.3807 0.074
H -0.6046 4.6650 -0.2661 0.058
H 2.7438 3.4641 1.0818 0.050
H 2.5540 4.1657 2.6830 0.055
H 2.6977 5.2067 1.2688 0.078
```

Calculated values
charge: -1
LUMO energy: 2.48 eV
relative energy (zero: lowest compared OMol25 entry of this formula, charge and spin): 26.4 kcal per mole
HOMO level: -4.806 eV
orbital gap: 0.268 hartree
energy: -3164.3673 Ha
multiplicity: 1